Formula: C6H9NS
Source: OMol25
Level of theory: wB97M-V/def2-TZVPD

As for the max |F|: 6.18 eV/Å. The calculation puts the LUMO energy at 0.801 eV. The frontier orbital gap comes out at 8.76 eV. As for the total energy: -686.85028 Eh. The value obtained for the energy above the lowest of the compared OMol25 structures with the same formula, charge and spin is 3.062 eV.

Each line ends with the Mulliken charge.
Atoms and positions in Å:
C  -0.8054  -0.5211  -1.0239  -0.6855
C  -0.8352  0.7264  -0.2348  -0.0542
C  0.3777  1.5132  -0.4335  -0.3731
C  2.1517  -0.0663  0.6623  -0.3913
C  0.9383  -0.0318  1.3314  -0.5139
C  -0.0212  1.0085  0.9545  -0.2593
H  -1.2697  -2.0529  0.4127  0.2601
H  -1.6814  -2.4120  -1.0994  0.2900
H  0.0609  -1.1384  -1.1772  0.3820
H  -1.0525  -0.1583  -2.0590  0.3321
H  -1.8372  1.1008  -0.2211  0.3888
H  0.2346  2.5404  -0.6101  0.4591
H  2.9333  -0.7060  0.6752  0.4976
H  1.0374  -0.6682  2.2530  0.3146
H  -0.4447  1.5603  1.8757  0.3125
N  -1.8050  -1.5778  -0.4997  -0.7605
S  2.0184  0.8833  -0.8061  -0.1992

***

Formula: C6H9NOS2
Source: OMol25
Level of theory: wB97M-V/def2-TZVPD

As for the max |F|: 5.57 eV/Å. The calculation puts the LUMO energy at -1.305 eV. The frontier orbital gap comes out at 7.38 eV. As for the total energy: -1160.24994 Eh. The value obtained for the energy above the lowest of the compared OMol25 structures with the same formula, charge and spin is 3.279 eV.

Each line ends with the Mulliken charge.
Atoms and positions in Å:
C  1.4497  1.9439  1.4725  -0.1414
C  0.8697  1.8764  0.2532  -0.3643
C  2.4575  1.1070  1.8330  -0.2760
C  1.4287  1.4243  -0.8877  0.3739
C  -2.3257  -1.6952  0.3342  -0.9247
C  -1.0264  -1.2203  -1.9904  -1.0964
N  1.8223  0.9251  -1.8143  -0.4528
O  0.1366  -0.7082  0.3815  -0.4258
S  3.1000  1.0187  3.3259  -0.2303
S  -0.5798  -1.8223  -0.2647  0.3380
H  1.0334  2.5304  2.1652  0.4980
H  0.0274  2.4922  0.0854  0.3683
H  2.9567  0.4352  1.0045  0.2061
H  -2.7679  -0.7937  -0.1589  0.2522
H  -2.9427  -2.6223  0.0887  0.3240
H  -2.1239  -1.3132  1.2550  0.4028
H  -0.2453  -1.1637  -2.6717  0.4449
H  -1.5569  -2.0659  -2.4225  0.4113
H  -1.7136  -0.3483  -1.9891  0.2923

***

Formula: CH2BrN3
Source: OMol25
Level of theory: wB97M-V/def2-TZVPD

As for the max |F|: 3.09 eV/Å. The calculation puts the LUMO energy (spin up / spin down) at 0.891 / -0.832 eV. The frontier orbital gap (spin up / spin down) comes out at 6.79 / 8.79 eV. As for the multiplicity: 3. As for the total energy: -2777.33608 Eh. As for the expectation value of S²: 2.007. The value obtained for the energy above the lowest of the compared OMol25 structures with the same formula, charge and spin is 3.218 eV.

Each line ends with the Mulliken charge.
Atoms and positions in Å:
C  1.9157  0.4202  -0.2220  0.1551
N  0.9849  1.7869  -0.0219  -0.3289
N  0.7463  -0.2619  -0.0438  -0.1703
N  -0.0017  0.8617  0.1920  -0.0347
Br  3.6518  -0.1028  0.0186  -0.0937
H  0.5603  -1.1944  0.3033  0.2413
H  -0.8916  0.9887  -0.2940  0.2312

***

Formula: H20O10
Source: OMol25
Level of theory: wB97M-V/def2-TZVPD

As for the max |F|: 1.65 eV/Å. The calculation puts the LUMO energy (spin up / spin down) at -3.211 / -10.796 eV. The total charge is +1. The frontier orbital gap (spin up / spin down) comes out at 10.97 / 3.31 eV. As for the multiplicity: 2. As for the total energy: -764.00472 Eh. As for the expectation value of S²: 0.757. The value obtained for the energy above the lowest of the compared OMol25 structures with the same formula, charge and spin is 0.443 eV.

Each line ends with the Mulliken charge.
Atoms and positions in Å:
O  1.9475  2.2533  1.6519  -0.4667
H  1.5066  2.1838  0.8051  0.3675
H  1.3413  1.8480  2.2720  0.4188
O  -0.4378  2.3618  -2.9042  -0.6166
H  -0.3826  2.3061  -3.8582  0.3485
H  -0.5291  1.4537  -2.6156  0.2517
O  -2.3129  1.9062  0.9997  -0.2170
H  -2.0837  1.1551  0.4524  0.4032
H  -1.5335  2.0611  1.5333  0.4041
O  0.9899  -2.6577  -1.0008  -0.6303
H  1.6119  -2.7296  -1.7248  0.3221
H  0.1331  -2.7893  -1.4065  0.2752
O  1.4724  -1.5039  1.5726  -0.6854
H  2.3718  -1.1862  1.6528  0.3118
H  1.4646  -1.9978  0.7527  0.3188
O  -1.8461  -0.1758  -2.5930  -0.4902
H  -1.8728  -1.0417  -2.1858  0.2811
H  -2.7245  -0.0526  -2.9528  0.2574
O  -0.1207  0.4892  0.0974  -0.5271
H  0.2085  -0.0731  -0.6038  0.2870
H  0.1034  0.0240  0.9033  0.3298
O  -0.0299  -1.4503  3.8999  -0.6926
H  0.6232  -1.7052  4.5515  0.3375
H  0.4571  -1.4047  3.0771  0.4091
O  0.4091  -0.9226  -4.1639  -0.6314
H  -0.0698  -0.4198  -3.5051  0.3085
H  -0.1668  -0.9262  -4.9285  0.3027
O  -0.1864  1.1065  3.0320  -0.6575
H  0.0084  1.6514  3.7945  0.3201
H  -0.3520  0.2364  3.3948  0.3599

***

Formula: C16H22FIrN5O7Se
Source: OMol25
Level of theory: wB97M-V/def2-TZVPD

As for the max |F|: 5.25 eV/Å. The calculation puts the LUMO energy (spin up / spin down) at -8.205 / -8.892 eV. The total charge is +2. The frontier orbital gap (spin up / spin down) comes out at 5.69 / 4.93 eV. As for the multiplicity: 2. As for the total energy: -4028.13251 Eh. As for the expectation value of S²: 0.777. The value obtained for the energy above the lowest of the compared OMol25 structures with the same formula, charge and spin is 1.959 eV.

Each line ends with the Mulliken charge.
Atoms and positions in Å:
Ir  0.7137  -5.1409  -0.6668  1.9399
C  -1.0722  1.0779  3.7209  -0.9925
C  0.3817  0.8534  3.3096  -0.8952
N  0.4378  -0.1096  2.2149  0.1296
C  0.4830  -1.4065  2.5442  0.0292
C  0.3103  -2.4282  1.6546  -0.0052
C  0.2777  -3.9103  2.2077  0.1118
O  0.6595  -3.9722  3.3482  -0.5887
O  -0.1994  -4.7290  1.4043  -0.7307
C  0.1216  -2.1904  0.2611  1.3761
O  -0.1516  -3.0318  -0.6118  -1.0463
C  0.1942  -0.7725  -0.0843  0.3743
C  0.1250  -0.4058  -1.4335  -0.6630
C  0.1106  0.9119  -1.8023  0.3419
F  0.0807  1.1854  -3.1168  -0.3373
C  0.1365  1.9692  -0.8555  -0.2913
C  0.2258  1.5818  0.4817  -0.0078
C  0.2925  0.2449  0.8917  -0.8952
N  0.0447  3.2970  -1.2133  0.0775
C  -0.2996  3.7146  -2.5671  -0.6947
C  -0.6148  5.2128  -2.5963  -0.8833
N  -1.3504  5.5724  -1.3575  -0.0784
C  -0.4793  5.4238  -0.1502  -0.7164
C  0.6074  4.3745  -0.4334  -0.7682
H  -1.1239  1.7798  4.5486  0.3921
H  -1.5129  0.1390  4.0475  0.3381
H  -1.6611  1.4645  2.8908  0.3209
H  0.9457  0.4476  4.1511  0.4659
H  0.8622  1.7886  3.0219  0.4249
H  0.6354  -1.6414  3.5898  0.5775
H  0.1080  -1.1741  -2.1924  0.6152
H  0.2470  2.3446  1.2385  0.3800
H  -1.1753  3.1500  -2.8994  0.5256
H  0.5084  3.5221  -3.2818  0.3863
H  -1.2280  5.4342  -3.4702  0.4058
H  0.2846  5.8278  -2.6584  0.3808
H  -2.1545  4.9379  -1.2765  0.3916
H  -1.7201  6.5290  -1.4147  0.3676
H  -1.1035  5.1244  0.6932  0.4172
H  -0.0146  6.3819  0.0846  0.3917
H  1.0166  4.0152  0.5071  0.4411
H  1.4410  4.8283  -0.9819  0.3302
O  4.7272  -5.0077  -1.4388  -0.5190
Se  3.2387  -5.0035  -1.0635  1.2626
O  2.6339  -3.6508  -0.3668  -0.4185
O  2.6339  -6.1519  -0.0463  -0.5606
O  2.1132  -5.1816  -2.2897  -0.6063
N  -1.1780  -6.5382  -0.7966  -0.3779
N  -1.9940  -5.5654  -1.4117  -0.3077
H  -0.9713  -7.3138  -1.4291  0.3782
H  -1.5342  -6.8967  0.0924  0.2983
H  -2.5638  -5.0490  -0.7526  0.2594
H  -2.4943  -5.8629  -2.2439  0.2526

***

Formula: C35H38BaClF5N4O5SSe
Source: OMol25
Level of theory: wB97M-V/def2-TZVPD

As for the max |F|: 2.34 eV/Å. The calculation puts the LUMO energy at 3.824 eV. The total charge is -2. The frontier orbital gap comes out at 3.97 eV. As for the total energy: -5736.19866 Eh. The value obtained for the energy above the lowest of the compared OMol25 structures with the same formula, charge and spin is 1.198 eV.

Each line ends with the Mulliken charge.
Atoms and positions in Å:
Ba  1.3815  0.6102  -2.5993  1.2851
O  -0.1605  -2.6338  -1.4374  -0.4059
C  0.2304  -2.7480  -0.0761  0.1948
C  1.2902  -3.8316  -0.0342  -0.9083
C  2.5880  -3.4025  -0.7236  -1.1978
C  3.4832  -2.5266  0.1031  0.6638
C  4.4312  -3.0808  0.9608  -0.5709
C  5.2866  -2.2534  1.6578  -0.5934
C  5.1747  -0.8824  1.4861  -0.7324
C  4.1912  -0.4082  0.6359  -0.4319
N  3.3443  -1.2035  -0.0314  0.4234
H  -0.8736  -1.9772  -1.5172  0.0233
H  -0.6168  -3.0247  0.5616  0.1459
H  0.6295  -1.7959  0.2988  0.1545
H  0.8824  -4.6957  -0.5643  0.4431
H  1.4773  -4.1312  1.0031  0.3437
H  2.3326  -2.8586  -1.6303  0.2624
H  3.1675  -4.2760  -1.0276  0.4944
H  4.5146  -4.1588  1.0323  0.4406
H  6.0460  -2.6698  2.3093  0.3550
H  5.8400  -0.1894  1.9850  0.5001
H  4.0769  0.6560  0.4695  0.3464
F  8.1815  2.1028  -0.9489  -0.3538
C  7.3945  1.1371  -1.4566  0.7922
C  6.4603  1.4259  -2.4270  0.0902
F  6.3419  2.6846  -2.8714  -0.3862
C  5.6575  0.4207  -2.9408  0.4329
F  4.7561  0.8071  -3.8599  -0.4823
C  5.7407  -0.9134  -2.5519  -0.1508
S  4.7368  -2.1942  -3.2292  -0.3637
C  6.6894  -1.1485  -1.5576  0.4323
F  6.8719  -2.3853  -1.0684  -0.4724
C  7.5013  -0.1656  -1.0202  0.0144
F  8.4016  -0.4736  -0.0676  -0.3955
N  -0.8091  1.0160  -3.5217  -0.9430
C  -1.8293  0.2069  -3.6630  0.1811
C  -1.7374  -1.2685  -3.6186  -0.8494
C  -2.8138  -2.1242  -3.6994  -0.4324
C  -4.1319  -1.6618  -3.8447  -0.6965
C  -4.2880  -0.2639  -3.9417  -0.3170
C  -3.2262  0.6114  -3.8709  -0.3407
H  -0.7438  -1.7056  -3.5276  0.8376
H  -2.6278  -3.1963  -3.6392  0.2797
H  -4.9756  -2.3384  -3.8920  0.3375
H  -5.2891  0.1416  -4.0866  0.2963
H  -3.3942  1.6856  -3.9524  0.2647
O  2.5981  4.4686  -0.9766  -0.6929
Cl  2.4866  3.1012  -1.3447  1.3341
O  3.6722  2.3189  -1.0308  -0.3466
O  1.3259  2.4494  -0.6745  -0.5328
O  2.2347  2.9647  -2.8153  -0.7436
C  -4.8783  -2.4596  3.0949  -1.2434
C  -4.5681  -1.0276  3.5195  0.1612
C  -3.1742  -0.8676  4.1247  -0.6693
C  -2.0449  -1.0355  3.1119  -1.1104
N  -1.8683  0.1450  2.2817  1.2320
C  -2.2425  0.2418  0.9695  -0.9774
Se  -3.0694  -0.9761  -0.1211  -0.2140
N  -1.9144  1.5063  0.5742  1.6666
C  -2.0996  2.0669  -0.7870  -0.0987
C  -3.1546  3.1558  -0.8595  -0.8341
C  -4.5961  2.6446  -0.8017  -0.3094
C  -5.1031  2.3446  0.6084  -0.8403
C  -1.3171  2.1948  1.6166  0.3692
C  -0.7775  3.4663  1.6804  -0.6126
C  -0.2365  3.8641  2.8936  -0.9719
C  -0.2354  3.0098  4.0050  -0.7269
C  -0.7628  1.7286  3.9254  -0.9706
C  -1.2934  1.3375  2.7101  0.2979
H  -5.9354  -2.5786  2.8477  0.3578
H  -4.6395  -3.1696  3.8948  0.3368
H  -4.3132  -2.7365  2.2025  0.2413
H  -5.3078  -0.6897  4.2512  0.4052
H  -4.6567  -0.3726  2.6470  -0.2143
H  -3.0300  -1.6009  4.9264  0.4318
H  -3.0899  0.1242  4.5782  0.3756
H  -2.2486  -1.8526  2.4196  0.1572
H  -1.0953  -1.2390  3.6111  0.4612
H  -2.3723  1.2500  -1.4439  -0.8353
H  -1.1359  2.4282  -1.1195  0.3978
H  -2.9834  3.6578  -1.8139  0.4997
H  -2.9990  3.9001  -0.0655  0.4693
H  -4.6715  1.7489  -1.4242  0.0427
H  -5.2480  3.3993  -1.2534  0.4195
H  -4.5462  1.5298  1.0761  -0.1962
H  -6.1533  2.0396  0.5939  0.4298
H  -5.0171  3.2262  1.2550  0.3118
H  -0.7595  4.1101  0.8108  0.4946
H  0.2027  4.8495  2.9786  0.4062
H  0.1874  3.3537  4.9402  0.3937
H  -0.7531  1.0611  4.7784  0.4369